# C2H2N2O2

A cluster of 2 separate species, C2H2N2O2 in total in a non-equilibrium geometry (ωB97M-V/def2-TZVPD, the OMol25 dataset).

The geometry in ORCA input format:
```
! wB97M-V def2-TZVPD RIJCOSX def2/J DEFGRID3
* xyz 0 1
O -0.63660 0.69559 0.91831
C 0.46155 0.73863 0.48773
N 1.62896 0.64831 0.23370
O 2.45715 1.07241 -0.78267
H 3.36889 0.75985 -0.52951
C -2.46113 -1.26519 -0.16783
N -1.71343 -2.01934 -0.55037
H -3.10538 -0.63027 0.39064
*
```

The HOMO-LUMO gap is 10.403 eV. Its HOMO energy is -10.1188 eV. As for the energy above the lowest of the compared OMol25 structures with the same formula, charge and spin: 83.05 kcal per mole. As for the LUMO energy: 0.0105 Ha. As for the SMILES: O=C=NO.C#N.

Listed below, in e, are the Mulliken charges computed for each atom:
1 O -0.44
2 C 0.55
3 N -0.19
4 O -0.31
5 H 0.38
6 C 0.10
7 N -0.35
8 H 0.26

# C4H36O16

A cluster of 15 separate species, C4H36O16 in total in a non-equilibrium geometry (ωB97M-V/def2-TZVPD, the OMol25 dataset).

The geometry in ORCA input format:
```
! wB97M-V def2-TZVPD RIJCOSX def2/J DEFGRID3
* xyz 1 2
O -1.16860 -2.43063 1.45014
C -0.43700 -2.67643 0.50826
O 0.31224 -1.73016 -0.08399
C -0.45883 -3.95051 -0.31904
C -1.70798 -4.78649 -0.07716
C -3.07966 -4.06235 -0.21768
H 1.07026 -1.36683 0.40543
H 0.42284 -4.46963 0.08868
H -0.48130 -3.56789 -1.34939
H -1.78437 -5.58664 -0.84998
H -1.61295 -5.26092 0.89386
H -3.55554 -3.96448 -1.16589
H -2.99581 -3.07104 0.24138
H -3.70669 -4.57362 0.53878
H -0.61063 3.90076 0.23775
H 0.64396 3.13301 0.72103
O 0.19394 3.47735 -0.10045
H 3.85905 -0.16738 2.83194
H 4.14664 -1.52272 2.18942
O 3.70063 -0.67316 2.02666
H 1.61283 1.65852 1.98766
H 0.19641 1.68900 2.40750
O 0.93471 2.30571 2.22992
H -1.36643 -0.12769 -3.47304
H -2.41080 0.70987 -4.28189
O -2.29126 -0.08659 -3.75263
H 3.24149 3.72017 -1.13860
H 2.26264 2.84305 -0.23569
O 3.03775 3.42818 -0.23692
H 0.97226 4.08734 -3.36413
H 0.94401 3.59625 -1.86796
O 1.22098 4.33455 -2.45015
H 3.45899 3.00551 2.94637
H 4.09189 3.35043 1.66760
O 3.84305 2.56709 2.17476
H -4.02911 2.26440 0.79030
H -3.47719 3.20623 1.73323
O -4.24475 2.61559 1.66676
H 0.53350 -0.38265 2.94010
H -0.54906 -1.06831 2.11397
O -0.16688 -0.16795 2.31194
H -0.86150 -2.79466 -2.99322
H 0.52958 -2.69467 -3.66780
O 0.01138 -2.39324 -2.90998
H -0.05828 1.53585 -3.36419
H -0.71130 2.10106 -2.20285
O -0.66510 2.27959 -3.15894
H 2.91844 0.57452 0.84004
H 3.08344 1.01413 -0.70007
O 2.47650 0.72752 -0.01592
H 0.00382 -0.23129 -1.35258
H 0.75641 -0.91256 -2.52956
O 0.61122 -0.03956 -2.09036
H -3.22486 -0.43288 3.83174
H -2.48863 0.79127 3.74619
O -2.94631 0.27599 4.42867
*
```

The HOMO-LUMO gap (spin up / spin down) is 9.999 / 2.866 eV. The expectation value of S² is 0.757. Its HOMO energy (spin up / spin down) is -12.9632 / -12.9631 eV. As for the LUMO energy (spin up / spin down): -0.1089 / -0.3711 Ha.

Listed below, in e, are the Mulliken charges computed for each atom:
1 O -0.73
2 C 0.63
3 O -0.37
4 C -0.04
5 C -0.59
6 C -1.04
7 H 0.15
8 H 0.34
9 H -0.09
10 H 0.32
11 H 0.38
12 H 0.38
13 H 0.24
14 H 0.30
15 H 0.25
16 H 0.39
17 O -0.49
18 H 0.29
19 H 0.27
20 O -0.59
21 H 0.30
22 H 0.44
23 O -0.71
24 H 0.34
25 H 0.32
26 O -0.61
27 H 0.35
28 H 0.35
29 O -0.41
30 H 0.39
31 H 0.41
32 O -0.38
33 H 0.33
34 H 0.27
35 O -0.57
36 H 0.31
37 H 0.29
38 O -0.59
39 H 0.32
40 H 0.25
41 O -0.60
42 H 0.33
43 H 0.29
44 O -0.67
45 H 0.38
46 H 0.34
47 O -0.68
48 H 0.18
49 H 0.33
50 O -0.36
51 H 0.33
52 H 0.32
53 O -0.57
54 H 0.31
55 H 0.29
56 O -0.60

# C28H25N5O3SZr

A structure of composition C28H25N5O3SZr (ωB97M-V/def2-TZVPD, the OMol25 dataset).

The geometry in ORCA input format:
```
! wB97M-V def2-TZVPD RIJCOSX def2/J DEFGRID3
* xyz 2 1
Zr -0.02637 0.71727 -0.18740
N -4.29331 1.58173 0.49234
C -4.61618 2.96576 0.29257
C -5.91157 3.32893 -0.01312
C -6.19949 4.66879 -0.24211
C -5.18921 5.61776 -0.19551
C -3.88153 5.23760 0.08650
C -3.60675 3.90744 0.35472
S -1.99881 3.43027 0.86531
N -1.97303 1.76831 0.34441
C -3.07986 1.06830 0.35832
C -2.93238 -0.42165 0.21350
C -3.99074 -1.29123 0.15741
C -3.74207 -2.66438 0.09423
C -2.44100 -3.11170 0.07304
C -1.41155 -2.18226 0.09968
N -1.64845 -0.86282 0.17197
H -5.07726 0.95172 0.54327
H -6.69482 2.58148 -0.07069
H -7.21464 4.96418 -0.46722
H -5.41118 6.65892 -0.38472
H -3.08880 5.97580 0.11404
H -5.01465 -0.94565 0.16220
H -4.56932 -3.36126 0.06254
H -2.20415 -4.16543 0.02721
H -0.36947 -2.48405 0.03423
O 2.53281 7.97310 -0.42141
C 1.47582 7.16979 -0.62011
O 0.47981 7.57892 -1.14080
C 1.62350 5.71389 -0.26782
C 2.42301 5.24766 0.77266
C 2.39701 3.91171 1.15068
C 1.58793 3.02660 0.45635
C 0.86161 3.48944 -0.64264
C 0.83124 4.82585 -0.98146
N 1.39105 1.67194 0.83634
C 2.46400 0.64448 0.82940
C 2.45943 -1.75956 -0.24772
C 3.84154 -1.88006 -0.18360
C 4.42518 -3.11692 -0.41957
C 3.60306 -4.18298 -0.72634
C 2.23014 -3.97027 -0.77654
N 1.65937 -2.79143 -0.53978
H 3.31540 7.47214 -0.16286
H 3.03369 5.93308 1.34857
H 2.96327 3.56779 2.00647
H 0.23425 2.81367 -1.23902
H 0.20587 5.19956 -1.78124
H 3.39195 1.08812 0.44917
H 4.45994 -1.02316 0.05265
H 5.49920 -3.23853 -0.36742
H 4.00835 -5.16590 -0.92234
H 1.56370 -4.79099 -1.01406
C 2.58272 0.78022 -2.23104
O 1.51745 0.18481 -1.43081
C 1.83513 -0.42849 -0.06820
C 2.69986 0.08446 2.22614
H 2.90362 1.71200 -1.77392
H 2.16942 0.95254 -3.21941
H 3.39206 0.05745 -2.28266
H 3.45292 -0.70066 2.23086
H 1.77553 -0.32656 2.63372
H 3.03112 0.88274 2.88965
*
```

The HOMO-LUMO gap is 6.660 eV. Its HOMO energy is -13.5580 eV. As for the energy above the lowest of the compared OMol25 structures with the same formula, charge and spin: 0.00 kcal per mole. As for the LUMO energy: -0.2535 Ha.

Listed below, in e, are the Mulliken charges computed for each atom:
1 Zr 2.12
2 N -0.10
3 C 0.26
4 C -0.65
5 C -0.68
6 C -0.73
7 C -0.68
8 C 0.71
9 S -0.07
10 N -0.14
11 C 0.72
12 C 0.70
13 C -0.62
14 C -0.62
15 C -0.74
16 C -0.01
17 N -0.50
18 H 0.15
19 H 0.36
20 H 0.41
21 H 0.42
22 H 0.49
23 H 0.36
24 H 0.47
25 H 0.47
26 H 0.42
27 O -0.45
28 C 0.67
29 O -0.51
30 C 0.31
31 C -0.74
32 C -0.60
33 C 0.17
34 C 0.32
35 C -1.36
36 N -0.40
37 C 0.36
38 C 0.20
39 C -0.33
40 C -0.74
41 C -0.58
42 C -0.40
43 N -0.31
44 H 0.32
45 H 0.40
46 H 0.52
47 H 0.67
48 H 0.53
49 H 0.51
50 H 0.45
51 H 0.46
52 H 0.41
53 H 0.45
54 C -0.67
55 O -0.50
56 C -0.12
57 C -1.57
58 H 0.30
59 H 0.31
60 H 0.29
61 H 0.40
62 H 0.32
63 H 0.42

# C56H62F3GeN5O4Rb

A structure of composition C56H62F3GeN5O4Rb in a non-equilibrium geometry (ωB97M-V/def2-TZVPD, the OMol25 dataset).

The geometry in ORCA input format:
```
! wB97M-V def2-TZVPD RIJCOSX def2/J DEFGRID3
* xyz -1 1
Rb -0.29662 -2.26304 -1.22419
O 2.18314 -4.31196 -5.29759
C 1.66858 -3.90646 -4.22625
N 0.49347 -3.34141 -4.04017
C -0.20948 -3.24371 -5.29249
C -1.33736 -2.24517 -5.37103
C -2.01884 -2.16370 -6.59562
C -3.03940 -1.25868 -6.76120
C -3.37108 -0.43231 -5.69223
C -2.65242 -0.57592 -4.52497
N -1.65703 -1.45751 -4.34618
C 2.51762 -4.13153 -2.97922
C 3.61548 -4.98610 -3.07784
C 4.39563 -5.22109 -1.96135
C 4.07281 -4.58566 -0.76982
C 2.97576 -3.74418 -0.76730
N 2.21005 -3.51948 -1.83446
H -0.63478 -4.21858 -5.58300
H 0.47833 -3.01059 -6.11901
H -1.71873 -2.81928 -7.40413
H -3.57011 -1.18751 -7.70287
H -4.16434 0.29973 -5.76153
H -2.88394 0.06194 -3.68023
H 3.81462 -5.43549 -4.03965
H 5.24834 -5.88745 -2.01681
H 4.65531 -4.73024 0.13095
H 2.69791 -3.21283 0.13574
C 4.35157 -0.91398 1.42748
C 4.25181 0.23493 0.67919
C 3.09240 1.02467 1.25741
C 2.60454 0.28820 2.30039
C 3.35538 -0.91858 2.44058
C 3.19691 -1.93647 3.53895
C 1.77241 -1.92756 4.10078
C 3.51504 -3.34797 3.03534
C 4.19331 -1.56802 4.65417
C 2.47197 2.35556 0.85008
C 1.40302 2.77075 1.87459
C 3.51330 3.48236 0.82535
C 1.75174 2.26651 -0.50630
C 5.28292 0.57297 -0.39546
C 4.70672 1.24555 -1.64614
C 6.36146 1.47823 0.22837
C 5.98419 -0.70537 -0.88251
H 5.07431 -1.69782 1.27926
H 1.77046 0.55305 2.92558
H 1.04447 -2.17873 3.32662
H 1.51095 -0.95524 4.52094
H 1.68912 -2.66676 4.90082
H 2.83040 -3.64109 2.24031
H 3.40063 -4.06267 3.85313
H 4.53863 -3.42373 2.66313
H 3.95407 -0.59091 5.07789
H 5.21447 -1.53214 4.27003
H 4.14774 -2.31231 5.45345
H 1.81753 2.84345 2.88158
H 0.56567 2.07172 1.89139
H 1.01139 3.75148 1.59771
H 3.98718 3.58119 1.80455
H 3.02186 4.42914 0.58751
H 4.29529 3.32349 0.08720
H 1.12056 1.38069 -0.58085
H 2.43302 2.25604 -1.35243
H 1.10009 3.13777 -0.62084
H 4.34109 2.25153 -1.45716
H 3.89444 0.65240 -2.07111
H 5.49364 1.32389 -2.39925
H 5.95022 2.41977 0.58924
H 7.13308 1.70300 -0.51336
H 6.83074 0.97213 1.07362
H 5.26466 -1.44513 -1.23092
H 6.59634 -1.15961 -0.10273
H 6.64730 -0.45647 -1.71322
O -1.95317 -0.44192 -1.58464
N -1.21291 0.32153 -1.17021
O -2.83177 -1.83258 2.22087
C -1.63692 -1.65748 1.87848
O -0.91303 -2.49082 1.30132
C -1.05168 -0.28544 2.24415
C -1.97462 0.90626 1.96526
Ge -3.84180 0.64830 2.55119
C -4.45385 2.55817 2.46894
C -5.05095 3.25604 3.51881
C -5.44262 4.58357 3.38196
C -5.24772 5.24748 2.18013
C -4.66585 4.57219 1.11554
C -4.27681 3.24755 1.26511
C -3.78877 0.23475 4.46696
C -4.17371 -1.00258 4.98545
C -4.02105 -1.28878 6.33556
C -3.46423 -0.34733 7.19124
C -3.06446 0.88296 6.69091
C -3.23183 1.16956 5.34064
C -5.24574 -0.19686 1.50157
C -5.16325 -0.23680 0.11031
C -6.13560 -0.87179 -0.64938
C -7.21681 -1.47711 -0.02298
C -7.32074 -1.43084 1.35950
C -6.34351 -0.79315 2.11426
H -0.07041 -0.17456 1.77776
H -0.89904 -0.33601 3.32892
H -1.95628 1.22154 0.90324
H -1.64289 1.78258 2.52725
H -5.22392 2.75357 4.46435
H -5.90370 5.10044 4.21570
H -5.55204 6.28128 2.07048
H -4.51752 5.07780 0.16850
H -3.82844 2.74047 0.41508
H -4.55543 -1.76106 4.31579
H -4.31875 -2.25771 6.71825
H -3.33751 -0.57425 8.24297
H -2.61906 1.61893 7.34996
H -2.91406 2.13577 4.96270
H -4.32608 0.23032 -0.39834
H -6.04524 -0.89993 -1.72908
H -7.97138 -1.98575 -0.61010
H -8.16534 -1.89624 1.85354
H -6.44393 -0.76346 3.19335
F 1.13690 3.34573 -7.63638
C 0.20106 3.69674 -6.74254
F 0.44462 4.97168 -6.39040
F -0.98116 3.69124 -7.38517
C 0.18257 2.78406 -5.54633
C 0.75747 1.52832 -5.60258
C 0.67759 0.72368 -4.47434
N 0.07647 1.10635 -3.35279
C -0.47485 2.31738 -3.31335
C -0.44907 3.19625 -4.38352
H 1.25543 1.17861 -6.49526
H 1.08866 -0.28032 -4.47746
H -0.95344 2.59771 -2.38172
H -0.90877 4.17227 -4.31133
*
```

The HOMO-LUMO gap (spin up / spin down) is 7.121 / 6.099 eV. Its HOMO energy (spin up / spin down) is -5.1864 / -5.1864 eV. As for the energy above the lowest of the compared OMol25 structures with the same formula, charge and spin: 36.88 kcal per mole. As for the LUMO energy (spin up / spin down): 0.0711 / 0.0335 Ha.

Atomic partial charges in e from the Mulliken method, atoms 1 to 99:
1 Rb 0.48
2 O -0.85
3 C -0.09
4 N -0.12
5 C -1.03
6 C 0.53
7 C -0.88
8 C -0.29
9 C -1.23
10 C -0.25
11 N 0.36
12 C -0.02
13 C -0.40
14 C -0.66
15 C -0.26
16 C -0.13
17 N 0.46
18 H 0.42
19 H 0.36
20 H 0.44
21 H 0.43
22 H 0.43
23 H 0.61
24 H 0.48
25 H 0.39
26 H 0.44
27 H 0.13
28 C -0.70
29 C -0.15
30 C -0.82
31 C -0.36
32 C -0.58
33 C 2.78
34 C -1.92
35 C -1.59
36 C -1.95
37 C 3.87
38 C -2.37
39 C -2.09
40 C -2.27
41 C 2.76
42 C -1.98
43 C -1.68
44 C -2.12
45 H 0.22
46 H 0.62
47 H 0.28
48 H 0.34
49 H 0.50
50 H 0.25
51 H 0.47
52 H 0.36
53 H 0.35
54 H 0.36
55 H 0.47
56 H 0.42
57 H 0.27
58 H 0.56
59 H 0.38
60 H 0.45
61 H 0.38
62 H 0.08
63 H 0.22
64 H 0.68
65 H 0.26
66 H 0.38
67 H 0.58
68 H 0.30
69 H 0.41
70 H 0.35
71 H 0.37
72 H 0.35
73 H 0.49
74 O -0.22
75 N 0.44
76 O -0.71
77 C 0.24
78 O -0.81
79 C 0.46
80 C -0.81
81 Ge 1.17
82 C 0.18
83 C -0.02
84 C -0.70
85 C -0.49
86 C -0.73
87 C -0.43
88 C 0.27
89 C -0.49
90 C -0.81
91 C -0.41
92 C -0.97
93 C -0.12
94 C 0.78
95 C -0.38
96 C -0.77
97 C -0.54
98 C -0.67
99 C -0.20